No. 1
C5H8N2S | ωB97M-V/def2-TZVPD

Properties
LUMO energy (Eh): 0.027
Largest force on an atom (eV/Å): 5.7
Gap between HOMO and LUMO (eV): 8.856
Energy relative to the best compared isomer or geometry (same formula, charge and spin) (kcal/mol): 95.7
Multiplicity: 1
SMILES: S/N=C\N1C=CCC1
Highest occupied orbital energy (eV): -8.12

```
16
Properties=species:S:1:pos:R:3:mulliken_charge:R:1
C -1.4653 1.1953 -0.2960 0.167
C 1.0222 0.9590 0.3174 -0.622
C 1.9087 -0.4080 0.1359 -0.404
C 0.8771 -1.3283 -0.3825 -0.307
C -0.3684 -0.7923 -0.3183 -0.390
H -2.3779 -0.7984 1.5646 0.164
H -1.1195 2.1185 -0.9485 0.284
H 1.4162 1.6085 -0.5709 0.258
H 1.2082 1.5811 1.2676 0.307
H 2.2894 -0.7519 1.2181 0.178
H 2.9071 -0.2659 -0.3140 0.354
H 1.1340 -2.3384 -0.9978 0.225
H -1.1503 -1.4550 -0.6629 0.381
N -2.7220 0.8402 -0.4043 -0.400
N -0.4348 0.5437 0.1745 0.060
S -3.1247 -0.7082 0.2170 -0.254
```

---

No. 2
C19H31GeN3O6PtS3Se | ωB97M-V/def2-TZVPD

Properties
LUMO energy (spin up / spin down) (Eh): -0.148 / -0.195
Net charge: +1
Largest force on an atom (eV/Å): 0.1
Gap between HOMO and LUMO (spin up / spin down) (eV): 7.450 / 6.117
Energy relative to the best compared isomer or geometry (same formula, charge and spin) (kcal/mol): 24.3
Multiplicity: 2
Highest occupied orbital energy (spin up / spin down) (eV): -11.47 / -11.43

```
65
Properties=species:S:1:pos:R:3:mulliken_charge:R:1
Pt 0.1978 -0.6551 -1.0654 4.165
C -2.1353 -3.1882 0.7810 -1.344
C -2.6548 -1.8633 0.2424 0.925
C -3.7643 -1.3072 1.1347 -1.543
C -3.1684 -2.0208 -1.1768 -1.303
O -1.6020 -0.8524 0.2490 -0.796
Ge -0.8265 -0.3343 2.0105 -0.629
O -1.2002 1.3952 1.7035 0.370
C -1.3414 2.4092 2.7182 1.436
C -0.1373 3.3371 2.6156 -1.188
C -1.4201 1.8071 4.1175 -1.795
C -2.6266 3.1623 2.4029 -1.610
O 0.8616 -0.3055 0.7845 -0.354
C 2.1111 -0.8482 1.3290 1.166
C 1.9549 -2.3209 1.6870 -1.334
C 3.2396 -0.6502 0.3318 -1.438
C 2.3841 -0.0159 2.5781 -1.588
H -2.9412 -3.9230 0.7945 0.502
H -1.3357 -3.5774 0.1510 0.250
H -1.7624 -3.0816 1.8012 0.254
H -4.6282 -1.9717 1.0996 0.522
H -3.4450 -1.2382 2.1770 0.339
H -4.0710 -0.3169 0.7959 0.274
H -4.0153 -2.7071 -1.1870 0.565
H -3.5072 -1.0676 -1.5846 0.265
H -2.4087 -2.4385 -1.8334 0.171
H 0.7853 2.7886 2.8162 0.173
H -0.0734 3.7693 1.6159 0.090
H -0.2150 4.1525 3.3365 0.518
H -0.4985 1.2821 4.3818 0.406
H -1.5704 2.5977 4.8532 0.480
H -2.2563 1.1088 4.2005 0.407
H -2.5797 3.5919 1.4015 0.293
H -3.4826 2.4868 2.4521 0.322
H -2.7853 3.9719 3.1166 0.418
H 1.9135 -2.9632 0.8059 0.236
H 2.8179 -2.6431 2.2710 0.518
H 1.0618 -2.4925 2.2883 0.175
H 3.0294 -1.1366 -0.6218 0.234
H 3.4319 0.4075 0.1558 0.320
H 4.1520 -1.0947 0.7308 0.547
H 1.6421 -0.2058 3.3565 0.350
H 3.3622 -0.2729 2.9858 0.518
H 2.3767 1.0456 2.3294 0.222
O -1.0203 -3.3392 -3.7292 -0.513
S -0.0337 -2.4537 -3.2457 0.857
O -0.4447 -1.0333 -3.0209 -0.653
O 1.0492 -2.3912 -4.4413 -0.323
S 0.8636 -2.8661 -1.4950 -0.460
Se -2.2117 1.6260 -1.2872 0.370
N -0.4573 1.2895 -1.1092 -1.055
C 0.1935 2.4401 -0.9894 1.189
C 1.5898 2.6169 -0.7931 -0.402
C 2.0637 3.8812 -0.6743 -0.796
C 1.2113 5.0324 -0.7476 -0.674
C -0.1207 4.9062 -0.9427 -0.720
C -0.6693 3.5919 -1.0672 0.712
N -1.9549 3.3467 -1.2541 -0.759
H 2.2394 1.7583 -0.7614 0.172
H 3.1244 4.0361 -0.5247 0.465
H 1.6544 6.0138 -0.6486 0.410
H -0.7853 5.7562 -1.0074 0.488
S 2.6755 -2.1024 -4.2179 0.056
C 2.5967 -0.5469 -3.5597 0.472
N 2.4732 0.4888 -3.0687 -0.347
```

---

No. 3
C27H20Cl3CoNO2PSi | ωB97M-V/def2-TZVPD

Properties
LUMO energy (spin up / spin down) (Eh): 0.092 / 0.090
Net charge: -1
Largest force on an atom (eV/Å): 3.9
Gap between HOMO and LUMO (spin up / spin down) (eV): 7.057 / 7.844
Multiplicity: 4
Highest occupied orbital energy (spin up / spin down) (eV): -4.56 / -5.40

```
56
Properties=species:S:1:pos:R:3:mulliken_charge:R:1
Co 6.1115 3.3743 12.5984 0.010
O 6.6450 6.7174 14.2364 -0.749
C 7.2966 5.8077 13.7333 0.437
O 6.8621 5.1317 12.7143 -0.727
C 8.6378 5.4769 14.2448 0.140
C 9.2964 6.4139 15.0423 -0.574
C 10.5374 6.1619 15.6243 -0.712
C 11.1425 4.9476 15.3412 -0.445
C 10.4968 4.0211 14.4814 -0.235
C 9.2231 4.2331 14.0545 0.102
P 8.3408 2.7837 13.4108 2.379
C 9.5328 2.3070 12.1152 0.211
C 9.4780 3.0675 10.9432 -0.483
C 10.4384 2.9032 9.8711 -1.080
C 11.3931 1.9166 10.0436 -0.250
C 11.4181 1.1119 11.1824 -0.815
C 10.5383 1.3539 12.2029 -0.286
C 8.6793 1.4794 14.5945 0.232
C 8.4031 0.1546 14.3212 -0.302
C 8.7373 -0.8179 15.2144 -0.559
C 9.3064 -0.4760 16.4128 -1.000
C 9.3824 0.8534 16.7812 -0.795
C 9.0510 1.8453 15.8488 -0.333
H 8.7353 7.2517 15.3189 0.583
H 11.0688 6.7430 16.4063 0.308
H 12.0503 4.5774 15.8212 0.389
H 10.9918 3.0387 14.3260 0.332
H 8.7683 3.8479 10.8312 0.610
H 10.2848 3.3895 8.9580 0.462
H 12.1263 1.7754 9.1992 0.266
H 12.1324 0.2960 11.3438 0.372
H 10.6860 0.7839 13.0720 0.376
H 7.9568 -0.1604 13.3507 0.487
H 8.5502 -1.8494 14.8605 0.382
H 9.5868 -1.2395 17.0782 0.421
H 9.6300 1.1837 17.8045 0.501
H 9.0475 2.9001 16.1310 0.490
C 4.4564 3.0097 13.8174 -1.872
C 4.8993 2.5276 15.1207 1.165
C 5.3049 3.4093 16.1745 -0.597
C 5.9434 2.9785 17.2793 -0.552
C 6.1273 1.5605 17.5014 0.005
C 5.7416 0.7094 16.4278 -0.390
C 5.0907 1.1648 15.2906 -0.636
C 6.8631 1.0176 18.6447 0.201
N 7.4238 0.7089 19.5903 -0.637
H 3.9278 3.9361 13.7495 0.501
H 3.8772 2.2034 13.3764 0.676
H 5.1284 4.4547 15.9155 0.410
H 6.1887 3.7480 17.9900 0.472
H 5.9126 -0.3229 16.5570 0.512
H 4.8196 0.5792 14.4101 0.349
Cl 3.5337 2.7666 9.7360 -0.340
Si 5.5313 2.5208 10.3594 0.308
Cl 6.6790 3.4081 8.7552 -0.365
Cl 5.8826 0.4859 9.9383 -0.353
```

---

No. 4
C4H7BrNO2PSm | ωB97M-V/def2-TZVPD

Properties
LUMO energy (spin up / spin down) (Eh): -0.347 / -0.343
Net charge: +2
Largest force on an atom (eV/Å): 1.6
Gap between HOMO and LUMO (spin up / spin down) (eV): 7.641 / 7.763
Multiplicity: 5
Highest occupied orbital energy (spin up / spin down) (eV): -17.10 / -17.10

```
17
Properties=species:S:1:pos:R:3:mulliken_charge:R:1
O 1.1025 2.5471 1.3276 -0.524
P 0.1576 1.5070 1.7413 0.399
C -0.4611 0.5629 0.2245 0.486
Br -2.2862 1.0967 -0.2633 -0.116
C 0.5384 0.7087 -0.9414 -0.927
C 1.2636 -0.6553 -0.9749 -0.494
C 0.1775 -1.5821 -0.5358 0.824
O -0.1231 -2.7227 -0.8829 -0.689
N -0.5893 -0.9114 0.4137 -0.385
H 0.6378 0.4303 2.5061 0.124
H -1.0381 1.8866 2.3660 0.116
H -0.0145 0.8238 -1.8770 0.381
H 1.1830 1.5783 -0.8039 0.497
H 2.0920 -0.7310 -0.2583 0.325
H 1.6346 -0.9295 -1.9627 0.387
H -1.5827 -1.0704 0.4008 -0.099
Sm -2.6919 -2.5392 -0.4799 1.693
```